# 1
Computed, not measured: C23H25BN8O2RuS as an isolated structure, with the ωB97M-V functional and the def2-TZVPD basis.

Last column: natural (NBO) charge in e.
Cartesian coordinates (Å):
Ru (-0.50709, -0.26541, 0.66494)  1.67
B (2.58800, -0.24652, 2.70281)  0.16
N (2.63913, -0.17988, 1.14217)  -0.27
C (3.77933, -0.24625, 0.44796)  0.02
C (3.50139, -0.08739, -0.90220)  -0.33
C (2.12750, 0.08548, -0.95187)  -0.03
N (1.62403, 0.02541, 0.29009)  -0.39
N (1.14524, -0.03044, 3.31522)  -0.27
C (0.98799, 0.05554, 4.63518)  0.04
C (-0.35680, 0.23701, 4.93586)  -0.32
C (-0.98371, 0.25188, 3.70818)  -0.02
N (-0.06875, 0.09374, 2.72802)  -0.43
H (2.96632, -1.33721, 3.05079)  -0.04
H (3.27824, 0.63796, 3.13138)  -0.03
H (4.71667, -0.38269, 0.96105)  0.24
H (4.19860, -0.08564, -1.72060)  0.25
H (1.47856, 0.25153, -1.79745)  0.23
H (1.84762, -0.01182, 5.28130)  0.24
H (-0.80427, 0.34218, 5.90767)  0.25
H (-2.02498, 0.36297, 3.45839)  0.25
C (-8.59835, 2.22645, -1.46737)  -0.64
C (-7.26923, 1.65609, -1.06711)  0.04
C (-6.95944, 1.43365, 0.27252)  -0.21
C (-5.74144, 0.88732, 0.64413)  -0.15
C (-4.82968, 0.55650, -0.34618)  -0.42
C (-5.10939, 0.76641, -1.69216)  -0.11
C (-6.32592, 1.31877, -2.04097)  -0.23
S (-3.29160, -0.14188, 0.08948)  2.29
O (-3.13549, -0.07906, 1.53674)  -0.97
O (-3.14894, -1.45256, -0.49876)  -0.95
N (-2.07346, 0.71226, -0.56769)  -0.92
C (-1.78448, 1.99705, -0.07580)  0.35
C (-2.68651, 3.01346, 0.22046)  -0.28
C (-2.16889, 4.18379, 0.74580)  -0.11
C (-0.80251, 4.30943, 0.97063)  -0.26
C (0.01521, 3.24254, 0.65790)  0.07
N (-0.47057, 2.11799, 0.12934)  -0.50
H (-9.08516, 2.72555, -0.63164)  0.23
H (-9.26028, 1.43004, -1.81308)  0.24
H (-8.49045, 2.93964, -2.28383)  0.23
H (-7.68059, 1.69324, 1.03700)  0.23
H (-5.49609, 0.72009, 1.68403)  0.25
H (-4.38143, 0.50456, -2.44970)  0.23
H (-6.55328, 1.49236, -3.08527)  0.23
H (-3.74524, 2.88965, 0.04765)  0.24
H (-2.83429, 5.00156, 0.98978)  0.23
H (-0.38321, 5.21498, 1.38387)  0.24
H (1.08584, 3.27065, 0.81971)  0.22
N (-0.66050, -2.60170, -1.78318)  -0.78
C (-0.15975, -3.18920, -0.66264)  0.43
C (0.26447, -4.53047, -0.68810)  -0.28
C (0.82774, -5.08171, 0.42986)  -0.10
C (0.98963, -4.30251, 1.58072)  -0.28
C (0.57665, -3.00302, 1.53820)  0.07
N (0.00704, -2.43916, 0.44386)  -0.60
H (-0.89198, -3.22942, -2.53618)  0.40
H (-1.37300, -1.89692, -1.64037)  0.42
H (0.13171, -5.10547, -1.59398)  0.23
H (1.14694, -6.11536, 0.42048)  0.24
H (1.43970, -4.69828, 2.47831)  0.24
H (0.70923, -2.35385, 2.39266)  0.22

Computed properties:
spin multiplicity	6
frontier orbital gap (spin up / spin down)	9.39 / 6.39	eV
molecular weight	589.5	g/mol
expectation value of S²	8.7578
charge	+1
F_max	0.80	eV Å⁻¹
energy above the lowest of the compared OMol25 structures with the same formula, charge and spin	0.00	kJ/mol

# 2
Computed, not measured: the molecule C23H25F3N2O2, with the ωB97M-V functional and the def2-TZVPD basis.

Last column: natural (NBO) charge in e.
Cartesian coordinates (Å):
O (-0.57058, 0.49101, 0.43367)  -0.65
C (-1.16962, 0.17362, -0.57350)  0.69
N (-0.67524, 0.40374, -1.80640)  -0.61
C (0.59775, 1.07492, -1.99643)  -0.27
C (0.42396, 2.57479, -2.03248)  0.08
C (0.48491, 3.28293, -0.83802)  -0.21
C (0.29222, 4.65210, -0.80842)  -0.19
C (0.03634, 5.34253, -1.98094)  -0.21
C (-0.03650, 4.65786, -3.17980)  -0.17
C (0.14876, 3.28050, -3.20642)  -0.18
C (0.05623, 2.56363, -4.52452)  0.98
F (-0.85023, 1.55810, -4.50513)  -0.34
F (-0.30779, 3.35848, -5.53615)  -0.32
F (1.21900, 1.99414, -4.89572)  -0.33
C (-2.54828, -0.49275, -0.51961)  -0.31
C (-2.84472, -1.48789, -1.63815)  -0.40
C (-1.81119, -2.60335, -1.60968)  -0.50
C (-1.51904, -3.17303, -0.22890)  0.69
O (-0.93118, -4.23451, -0.12238)  -0.64
N (-1.89137, -2.44500, 0.84579)  -0.45
C (-1.54220, -2.92969, 2.16885)  -0.22
C (-0.36471, -2.16490, 2.77716)  -0.39
C (0.91080, -2.32574, 1.94424)  -0.43
C (2.03825, -1.54346, 2.55164)  -0.02
C (2.11479, -0.17031, 2.34829)  -0.17
C (3.13217, 0.57049, 2.92133)  -0.23
C (4.08650, -0.05204, 3.70891)  -0.23
C (4.01540, -1.41780, 3.92057)  -0.21
C (2.99630, -2.15782, 3.34592)  -0.21
C (-2.68621, -1.23646, 0.80762)  -0.20
H (-1.24256, 0.24677, -2.62254)  0.41
H (1.06144, 0.69418, -2.90717)  0.22
H (1.22610, 0.81358, -1.14061)  0.24
H (0.67499, 2.74033, 0.07497)  0.24
H (0.34399, 5.18102, 0.13088)  0.22
H (-0.10925, 6.41133, -1.96633)  0.22
H (-0.23951, 5.18832, -4.09718)  0.23
H (-3.28118, 0.32350, -0.53546)  0.24
H (-2.86768, -1.01285, -2.62161)  0.20
H (-3.83948, -1.90559, -1.46352)  0.22
H (-0.85103, -2.24605, -1.99335)  0.23
H (-2.11496, -3.43735, -2.24475)  0.24
H (-1.27655, -3.98348, 2.05821)  0.24
H (-2.42154, -2.84663, 2.81605)  0.19
H (-0.60239, -1.10187, 2.84884)  0.21
H (-0.19309, -2.54011, 3.78797)  0.21
H (1.16858, -3.38340, 1.87398)  0.22
H (0.71649, -1.95529, 0.93632)  0.21
H (1.36443, 0.31072, 1.73847)  0.22
H (3.18428, 1.63732, 2.75408)  0.21
H (4.88307, 0.52544, 4.15559)  0.21
H (4.75688, -1.90879, 4.53465)  0.21
H (2.94679, -3.22489, 3.51197)  0.21
H (-3.74269, -1.48736, 0.98258)  0.19
H (-2.34965, -0.58299, 1.61661)  0.23

Computed properties:
frontier orbital gap	9.26	eV
structure (SMILES)	O=C(NCc1ccccc1C(F)(F)F)[C@H]1CCC(=O)N(CCCc2ccccc2)C1
molecular weight	418.5	g/mol
F_max	0.64	eV Å⁻¹

# 3
Computed, not measured: C23H25F3NOTb as an isolated structure in a non-equilibrium geometry, with the ωB97M-V functional and the def2-TZVPD basis.

Last column: Mulliken spin population.
Cartesian coordinates (Å):
C (2.07369, 0.14137, 0.82010)  0.00
C (2.18282, -0.61899, -0.38239)  0.01
C (1.90874, 0.23087, -1.47991)  -0.03
H (2.43450, -1.68218, -0.47810)  0.01
C (1.60240, 1.52751, -0.97259)  -0.04
C (1.71811, 1.47972, 0.44138)  0.03
H (1.39959, 2.40556, -1.59523)  0.00
C (-1.34782, -1.99386, 1.18858)  0.03
C (-0.08950, -2.44102, 0.66315)  0.00
C (-0.22097, -2.50366, -0.76593)  0.03
H (0.79823, -2.68332, 1.23828)  0.00
C (-1.55434, -2.15990, -1.11770)  -0.06
C (-2.25494, -1.82132, 0.10007)  -0.02
H (2.06100, 0.00483, -2.53114)  0.00
H (1.55230, 2.33719, 1.10173)  0.00
H (2.19849, -0.23620, 1.84146)  0.00
H (-3.29834, -1.51389, 0.18291)  0.00
H (0.54437, -2.77733, -1.48410)  0.00
H (-1.57215, -1.81209, 2.23628)  0.00
Tb (-0.25673, 0.00562, -0.02262)  6.07
C (-1.94999, -1.59790, -2.50946)  0.00
C (-3.46469, -1.47627, -2.62797)  0.00
C (-1.22281, -2.24404, -3.69921)  0.00
H (-3.96076, -2.43314, -2.41322)  0.00
H (-3.79740, -1.13360, -3.61810)  0.00
H (-3.83266, -0.73922, -1.89653)  0.00
H (-1.36199, -3.33380, -3.78568)  0.00
H (-0.13433, -2.08106, -3.62348)  0.00
H (-1.53928, -1.78804, -4.65301)  0.00
C (-1.35701, -0.15815, -2.35283)  0.00
C (-1.81438, 1.22473, -2.86246)  0.00
H (-0.27240, -0.22121, -2.61237)  0.02
H (-1.70092, 0.10017, -1.29600)  -0.06
O (-2.21761, 1.95818, -1.90345)  0.00
N (-1.45724, 1.55476, -4.16881)  0.00
C (-0.30726, 2.51802, -4.24906)  0.00
H (-2.25161, 1.90800, -4.69749)  0.00
C (0.98712, 1.87663, -4.67574)  0.00
C (2.19469, 2.57305, -4.48166)  0.00
H (2.16260, 3.56271, -4.01164)  0.00
C (3.40169, 2.01014, -4.90805)  0.00
H (4.32776, 2.57540, -4.77511)  0.00
C (3.42274, 0.74788, -5.51527)  0.00
H (4.37037, 0.31353, -5.84564)  0.00
C (2.21816, 0.05593, -5.70509)  0.00
H (2.21269, -0.91320, -6.20612)  0.00
C (0.99920, 0.61444, -5.28299)  0.00
H (0.04621, 0.09696, -5.45032)  0.00
H (-0.18649, 2.95616, -3.24176)  0.00
H (-0.56396, 3.35704, -4.92791)  0.00
F (-2.02729, 0.99030, 2.72928)  0.00
C (-0.68124, 1.04211, 2.40380)  0.00
F (-0.32217, 2.36325, 2.59439)  0.00
F (-0.04047, 0.35460, 3.43032)  0.00

Computed properties:
spin multiplicity	7
frontier orbital gap (spin up / spin down)	8.11 / 8.04	eV
molecular weight	547.4	g/mol
expectation value of S²	12.6998
F_max	4.23	eV Å⁻¹
energy above the lowest of the compared OMol25 structures with the same formula, charge and spin	30.92	kJ/mol

# 4
Computed, not measured: C23H25FKN4O6 as an isolated structure in a non-equilibrium geometry, with the ωB97M-V functional and the def2-TZVPD basis.

Last column: natural (NBO) charge in e.
Cartesian coordinates (Å):
K (0.00575, 0.61726, -3.61873)  0.95
O (-1.02878, 1.18241, -5.65367)  -0.61
C (-0.75648, 0.88222, -6.79996)  0.68
O (1.16454, -0.95255, -5.15915)  -0.58
C (0.94599, -1.01039, -6.35480)  0.91
O (1.60625, -1.89787, -7.11712)  -0.45
N (0.07771, -0.21230, -7.18297)  -0.49
C (1.19185, -1.74997, -8.48530)  -0.09
C (0.34544, -0.51345, -8.59871)  -0.24
H (0.61561, -2.64746, -8.70273)  0.20
H (2.12083, -1.69817, -9.04640)  0.21
H (-0.60209, -0.68206, -9.11869)  0.22
H (0.89387, 0.31866, -9.06325)  0.21
C (-1.37408, 1.73410, -7.82611)  -0.33
C (-1.51272, 3.04996, -7.54539)  -0.27
H (-1.77846, 1.18410, -8.68071)  0.22
H (-1.10870, 3.51979, -6.63672)  0.22
H (-1.98815, 3.64701, -8.31537)  0.21
F (-0.13057, 3.63109, 2.48212)  -0.34
C (-0.04884, 2.27500, 2.27856)  0.33
C (-0.10114, 1.80397, 0.98673)  -0.20
C (-0.01851, 0.39996, 0.77749)  -0.08
C (-0.08778, -0.14030, -0.56064)  0.48
O (-0.14631, 0.80783, -1.37043)  -0.73
C (-0.09976, -1.57273, -0.81021)  -0.30
C (0.10078, -2.34716, 0.30633)  0.12
N (0.13609, -1.85561, 1.59083)  -0.37
C (0.30680, -2.74477, 2.66778)  -0.07
C (0.31928, -4.23418, 2.56603)  -0.42
C (1.61755, -3.50328, 2.62270)  -0.42
C (0.12631, -0.47680, 1.84637)  0.17
C (0.23453, 0.03345, 3.14611)  -0.24
C (0.12374, 1.42000, 3.40569)  0.10
N (0.17054, 1.88322, 4.72538)  -0.45
C (1.02636, 1.24847, 5.71572)  -0.24
C (0.19665, 0.70107, 6.86618)  -0.24
N (-0.62380, 1.82436, 7.37434)  -0.49
C (-1.48858, 2.50672, 6.39322)  -0.24
C (-0.61417, 2.98508, 5.24179)  -0.23
C (-0.39648, -2.40642, -2.11693)  0.78
O (-0.42648, -3.65254, -1.86984)  -0.74
O (-0.56460, -1.79443, -3.19755)  -0.77
H (-0.21153, 2.48527, 0.13983)  0.27
H (0.14417, -3.42900, 0.21785)  0.26
H (-0.21529, -2.46870, 3.57648)  0.21
H (0.21962, -4.83780, 3.47103)  0.23
H (-0.16775, -4.59636, 1.66903)  0.24
H (2.24939, -3.38411, 1.74333)  0.24
H (2.20320, -3.57750, 3.53627)  0.22
H (0.34916, -0.67232, 3.96310)  0.20
H (1.74580, 1.98461, 6.11835)  0.20
H (1.59615, 0.42972, 5.27005)  0.26
H (-0.53468, -0.04091, 6.53622)  0.23
H (0.80072, 0.28241, 7.68655)  0.24
H (-1.19613, 1.50548, 8.15476)  0.44
H (0.00813, 2.51951, 7.75869)  0.42
H (-2.04141, 3.32458, 6.87613)  0.24
H (-2.19158, 1.73863, 6.06548)  0.23
H (0.06067, 3.77776, 5.59692)  0.20
H (-1.24865, 3.39544, 4.45794)  0.27

Computed properties:
frontier orbital gap	6.19	eV
molecular weight	511.6	g/mol
charge	+1
F_max	2.58	eV Å⁻¹
energy above the lowest of the compared OMol25 structures with the same formula, charge and spin	60.18	kJ/mol